No. 1
ORCA calculation (ωB97M-V/def2-TZVPD) on a cluster of 2 separate species, C6H14FO3 in total.

Element x y z (Å)
F: 1.5478 -2.4086 -4.3536
C: 0.7574 -1.8395 -3.1639
H: -0.0795 -2.5473 -3.1145
H: 0.5189 -0.8337 -3.5326
H: 1.5207 -1.8711 -2.3750
O: -0.6420 -0.9776 -1.2175
C: -0.8746 -1.6735 -0.0795
C: -1.6907 -0.7968 0.9298
O: -0.9020 0.1562 1.5568
C: -1.0766 1.4757 1.0864
C: 0.0444 2.3720 1.5745
O: 1.2090 2.3488 0.7865
C: 2.0518 1.2374 0.9791
H: 0.0587 -1.9862 0.4230
H: -1.5289 -2.5455 -0.2750
H: -2.5400 -0.3409 0.3966
H: -2.0645 -1.4885 1.6956
H: -2.0413 1.8707 1.4485
H: -1.1019 1.4791 -0.0201
H: -0.3160 3.4093 1.5515
H: 0.2813 2.1173 2.6242
H: 3.0123 1.4692 0.5026
H: 2.2189 1.0484 2.0539
H: 1.6366 0.3251 0.5229

Atoms 1-3, force components in eV/Å:
F -1.158 0.790 1.753
C 2.030 -1.109 -3.002
H 0.262 0.587 0.445

Calculated values
2S+1   2
⟨S²⟩   0.75
LUMO energy (spin up / spin down)   0.8 / -2.0 eV
E   -562.44239 hartree
Energy above the lowest of the compared OMol25 structures with the same formula, charge and spin   0.000 eV

=====

No. 2
ORCA calculation (ωB97M-V/def2-TZVPD) on the molecule C6H8.

Element x y z (Å)
C: -0.4654 -1.3946 -0.2830
C: -0.2759 -0.3289 0.7999
C: 1.2385 -0.0441 0.9768
C: -0.8358 1.0263 0.5521
C: -0.7864 1.5499 -0.7112
C: -0.7715 2.1453 -1.7831
H: -0.0081 -1.0649 -1.2222
H: -1.5228 -1.6036 -0.4732
H: 0.0162 -2.3308 0.0244
H: -0.6532 -0.7033 1.7598
H: 1.7092 0.0635 -0.0056
H: 1.7010 -0.8885 1.4958
H: 1.4289 0.8626 1.5574
H: -0.7746 2.7111 -2.6880

Atoms 1-3, force components in eV/Å:
C -0.048 0.007 -0.104
C -0.059 -0.035 0.069
C 0.169 0.056 0.019

Calculated values
LUMO energy (spin up / spin down)   -0.9 / -0.9 eV
E   -233.23475 hartree
Energy above the lowest of the compared OMol25 structures with the same formula, charge and spin   4.143 eV

=====

No. 3
ORCA calculation (ωB97M-V/def2-TZVPD) on a structure of composition C41H34CdN12O4S.

Element x y z (Å)
Cd: -0.7918 -0.8776 -0.1021
C: 0.0731 -3.0063 -4.6123
O: -1.3290 -3.0153 -4.4133
C: -1.6980 -3.8015 -3.3389
C: -2.2921 -5.0146 -3.5798
C: -2.7197 -5.8213 -2.5222
C: -2.5176 -5.3738 -1.2401
C: -1.9147 -4.1334 -0.9538
C: -1.7958 -3.8343 0.4655
N: -1.3235 -2.7670 0.9886
N: -1.3661 -2.7032 2.3720
C: -0.9718 -1.5389 2.8334
O: -0.6085 -0.5094 2.1535
C: -0.9999 -1.3997 4.3252
C: -0.6471 -0.1863 4.9051
C: -0.6727 -0.0284 6.2838
C: -1.0536 -1.0852 7.0965
C: -1.4047 -2.3018 6.5238
C: -1.3781 -2.4598 5.1476
C: -1.4921 -3.2867 -2.0223
O: -0.9573 -2.1096 -1.9080
H: 0.2968 -2.1910 -5.3001
H: 0.5969 -2.8465 -3.6662
H: 0.4066 -3.9519 -5.0530
H: -2.4267 -5.3189 -4.6109
H: -3.1933 -6.7746 -2.7111
H: -2.8324 -5.9857 -0.4020
H: -2.1661 -4.5978 1.1533
H: -0.3486 0.6268 4.2576
H: -0.3930 0.9214 6.7223
H: -1.0733 -0.9640 8.1721
H: -1.6968 -3.1320 7.1545
H: -1.6438 -3.4014 4.6885
C: 4.2257 -1.0879 -2.8426
N: 3.2959 -1.0331 -1.7352
C: 1.9694 -0.8866 -1.7642
N: 1.5153 -0.7803 -0.5315
C: 2.6341 -0.8808 0.2334
N: 3.7376 -1.0236 -0.4600
C: 5.0352 0.1805 -2.9907
C: 6.2062 0.1459 -3.7358
C: 6.9582 1.2975 -3.9202
C: 6.5525 2.4912 -3.3509
C: 5.3828 2.5274 -2.5961
C: 4.6240 1.3763 -2.4199
C: 4.9858 3.7922 -1.9810
N: 5.6087 4.9176 -2.0207
N: 4.8536 5.8127 -1.2807
C: 3.8319 5.1601 -0.8486
O: 3.8415 3.8636 -1.2520
C: 2.7426 5.6601 -0.0116
C: 2.8382 6.9523 0.4960
C: 1.8168 7.4518 1.2849
C: 0.7071 6.6687 1.5634
C: 0.6090 5.3771 1.0608
C: -0.6101 4.5574 1.4182
N: -0.8235 3.4291 0.5375
C: -0.5229 2.1436 0.7340
N: -0.8015 1.4586 -0.3608
C: -1.2877 2.4002 -1.2115
N: -1.3061 3.6107 -0.7090
C: 1.6305 4.8726 0.2702
H: 3.6346 -1.2778 -3.7404
H: 4.8838 -1.9433 -2.6932
H: 1.3758 -0.8931 -2.6648
H: 2.6153 -0.8517 1.3103
H: 6.5375 -0.7897 -4.1716
H: 7.8690 1.2599 -4.5024
H: 7.1313 3.3960 -3.4739
H: 3.7227 1.4176 -1.8221
H: 3.7089 7.5492 0.2627
H: 1.8819 8.4567 1.6798
H: -0.0956 7.0688 2.1723
H: -1.5027 5.1802 1.3746
H: -0.5301 4.1600 2.4313
H: -0.1529 1.7239 1.6577
H: -1.6341 2.1824 -2.2078
H: 1.5660 3.8732 -0.1413
N: -6.6776 -3.1875 2.5131
C: -6.7988 -2.6497 1.2881
S: -8.1600 -2.7545 0.3819
C: -5.5858 -1.9116 0.8307
C: -5.1365 -2.0330 -0.4775
C: -3.9651 -1.3927 -0.8372
N: -3.2583 -0.6352 0.0077
C: -3.7190 -0.4856 1.2489
C: -4.8670 -1.1066 1.7060
H: -7.4462 -3.7214 2.8827
H: -5.7850 -3.2294 2.9766
H: -5.6771 -2.6420 -1.1878
H: -3.5493 -1.5162 -1.8302
H: -3.1173 0.1239 1.9134
H: -5.1848 -0.9559 2.7292

Atoms 1-3, force components in eV/Å:
Cd -0.025 0.075 -0.050
C 0.003 0.034 -0.022
O 0.026 -0.028 0.062

Calculated values
LUMO energy   -0.3 eV
E   -3106.81428 hartree
Energy above the lowest of the compared OMol25 structures with the same formula, charge and spin   0.163 eV

=====

No. 4
ORCA calculation (ωB97M-V/def2-TZVPD) on a cluster of 5 separate species, C40H69B2Br2F4N2O14P2S4 in total.

Element x y z (Å)
C: 7.0015 -2.9624 0.5408
C: 6.9872 -1.7999 0.1863
C: 6.7562 -0.3804 -0.1827
C: 5.2372 -0.0937 -0.4079
N: 5.0138 0.8998 -1.5227
C: 4.4190 0.3238 -2.7728
C: 3.2304 -0.6187 -3.0013
C: 2.6578 -1.6731 -2.0208
C: 1.1289 -1.8143 -2.2751
C: 0.3462 -2.3932 -1.0628
O: -0.9135 -1.7412 -1.0710
C: -1.4000 -1.4090 0.2288
C: 4.6673 2.2762 -0.9968
B: 5.9382 2.7945 -0.0738
N: 5.8744 3.6087 1.1211
O: 7.2535 2.5220 -0.5617
C: 5.0757 3.3945 -1.9696
C: 5.6788 3.2060 -3.2219
C: 6.1152 4.2077 -4.0472
C: 6.0110 5.5369 -3.6614
C: 5.4938 5.7742 -2.3997
C: 5.0659 4.7376 -1.5936
C: 3.2787 2.3175 -0.2705
P: 2.7410 4.0077 0.4890
C: 2.0548 5.1650 -0.7819
O: 1.3601 3.7839 1.4093
P: 1.8163 1.9384 -1.4892
O: 0.4392 2.7030 -1.0356
Br: 2.1887 3.0068 -3.4949
C: 3.2193 1.1556 0.8614
Br: 1.4221 0.2496 0.6841
B: 3.1579 1.6667 2.4378
C: 2.1336 1.0130 3.4872
O: 3.8720 2.7049 3.0014
C: 4.3642 0.0991 0.8655
F: 5.2817 0.5358 1.8803
C: 3.9865 -1.3054 1.4526
O: 4.9582 -1.7305 2.4487
C: 4.4717 -2.7208 3.2086
F: 3.5605 -2.2980 4.0998
F: 4.0038 -3.7604 2.5050
F: 5.4909 -3.1907 3.9403
H: 6.9914 -4.0145 0.7434
H: 7.3130 -0.2815 -1.1348
H: 7.2412 0.3240 0.4993
H: 4.9423 -1.0552 -0.8555
H: 5.9876 1.1014 -1.8030
H: 4.2200 1.1561 -3.4628
H: 5.2730 -0.1659 -3.2842
H: 2.3607 -0.0373 -3.3447
H: 3.4410 -1.1903 -3.9244
H: 2.8800 -1.5425 -0.9581
H: 3.0712 -2.6632 -2.2890
H: 0.6492 -0.8597 -2.5223
H: 1.0155 -2.5515 -3.0837
H: 0.8850 -2.3429 -0.1055
H: 0.1536 -3.4686 -1.2557
H: -2.4389 -1.7672 0.2924
H: -0.8046 -1.7937 1.0688
H: -1.4720 -0.2970 0.3035
H: 6.1988 3.1042 1.9383
H: 6.3986 4.4735 1.0326
H: 7.5682 3.2622 -1.0966
H: 5.8570 2.1982 -3.6077
H: 6.5568 3.9808 -5.0181
H: 6.3128 6.3858 -4.2721
H: 5.4347 6.8099 -2.0631
H: 4.7131 5.0596 -0.6083
H: 2.2239 6.1724 -0.3634
H: 0.9626 5.0932 -0.9099
H: 2.5006 5.1542 -1.7801
H: 1.5252 4.1537 2.2866
H: -0.2787 2.0542 -1.1537
H: 2.3983 1.3021 4.5180
H: 1.1190 1.4198 3.3332
H: 2.1178 -0.0864 3.4751
H: 4.7114 2.4291 3.3840
H: 3.0251 -1.3478 1.9736
H: 3.9968 -2.1050 0.6987
C: 0.6565 -5.4691 5.6229
C: 1.4591 -4.1632 5.6672
C: 0.4553 -3.0056 5.6439
S: -1.0534 -3.6341 6.3896
O: -2.0848 -3.6607 5.3847
O: -1.2523 -3.0027 7.6670
C: -0.4632 -5.3036 6.6453
H: 1.2789 -6.3345 5.8481
H: 0.2326 -5.6082 4.6250
H: 2.0421 -4.1267 6.5904
H: 2.1578 -4.0918 4.8372
H: 0.8079 -2.1509 6.2171
H: 0.2222 -2.6978 4.6251
H: -1.2809 -6.0076 6.5079
H: -0.0799 -5.3672 7.6638
C: -4.6418 -4.0667 -0.8694
C: -5.8315 -4.8765 -1.3978
C: -6.4782 -4.0586 -2.5226
S: -5.1692 -3.0551 -3.2282
O: -5.4609 -1.6658 -2.9636
O: -4.8613 -3.5340 -4.5523
C: -3.8863 -3.5846 -2.1036
H: -4.0031 -4.6626 -0.2176
H: -5.0052 -3.2103 -0.2956
H: -5.4756 -5.8310 -1.7933
H: -6.5510 -5.0974 -0.6102
H: -6.8972 -4.6979 -3.2963
H: -7.2475 -3.3877 -2.1382
H: -3.2102 -2.7557 -1.8981
H: -3.3448 -4.4033 -2.5781
C: -5.9029 2.6599 1.3345
C: -4.9050 3.6452 1.9536
C: -3.5895 2.8886 2.1731
S: -3.5431 1.5951 0.9297
O: -3.6038 0.3176 1.5935
O: -2.5162 1.9000 -0.0463
C: -5.1452 1.9457 0.2203
H: -6.7885 3.1660 0.9532
H: -6.2250 1.9382 2.0886
H: -4.7404 4.4774 1.2651
H: -5.2774 4.0633 2.8880
H: -2.7241 3.5362 2.0479
H: -3.5589 2.4125 3.1521
H: -5.6183 1.0181 -0.0970
H: -4.9917 2.6023 -0.6366
C: -10.3621 1.1019 -4.1499
C: -8.8489 1.0329 -4.3919
C: -8.1821 0.7196 -3.0473
S: -9.3912 -0.1983 -2.0921
O: -9.7743 0.5953 -0.9509
O: -8.9566 -1.5679 -1.9622
C: -10.7027 -0.1214 -3.3047
H: -10.9220 1.1095 -5.0845
H: -10.6074 2.0149 -3.6018
H: -8.6311 0.2348 -5.1051
H: -8.4646 1.9613 -4.8132
H: -7.2865 0.1111 -3.1706
H: -7.9409 1.6292 -2.4987
H: -11.6646 -0.0451 -2.8023
H: -10.6597 -1.0346 -3.8984

Atoms 1-3, force components in eV/Å:
C -0.006 1.503 -0.915
C -0.586 -1.047 0.975
C 0.687 -0.252 -0.138

Calculated values
Total charge   +1
LUMO energy   -2.8 eV
E   -10600.77972 hartree

=====

Copy entry 1 word for word.
ORCA calculation (ωB97M-V/def2-TZVPD) on a cluster of 2 separate species, C6H14FO3 in total.

Element x y z (Å)
F: 1.5478 -2.4086 -4.3536
C: 0.7574 -1.8395 -3.1639
H: -0.0795 -2.5473 -3.1145
H: 0.5189 -0.8337 -3.5326
H: 1.5207 -1.8711 -2.3750
O: -0.6420 -0.9776 -1.2175
C: -0.8746 -1.6735 -0.0795
C: -1.6907 -0.7968 0.9298
O: -0.9020 0.1562 1.5568
C: -1.0766 1.4757 1.0864
C: 0.0444 2.3720 1.5745
O: 1.2090 2.3488 0.7865
C: 2.0518 1.2374 0.9791
H: 0.0587 -1.9862 0.4230
H: -1.5289 -2.5455 -0.2750
H: -2.5400 -0.3409 0.3966
H: -2.0645 -1.4885 1.6956
H: -2.0413 1.8707 1.4485
H: -1.1019 1.4791 -0.0201
H: -0.3160 3.4093 1.5515
H: 0.2813 2.1173 2.6242
H: 3.0123 1.4692 0.5026
H: 2.2189 1.0484 2.0539
H: 1.6366 0.3251 0.5229

Atoms 1-3, force components in eV/Å:
F -1.158 0.790 1.753
C 2.030 -1.109 -3.002
H 0.262 0.587 0.445

Calculated values
2S+1   2
⟨S²⟩   0.75
LUMO energy (spin up / spin down)   0.8 / -2.0 eV
E   -562.44239 hartree
Energy above the lowest of the compared OMol25 structures with the same formula, charge and spin   0.000 eV